# 1
{"formula": "C3H37O16", "method": "wB97M-V/def2-TZVPD", "fmax_ha_per_bohr": 0.058, "homo_lumo_gap_ha": 0.342, "total_charge": -1, "de_lowest_kcal_mol": 28.1, "symbols": ["C", "C", "C", "O", "H", "H", "H", "H", "H", "H", "H", "O", "H", "H", "O", "H", "H", "O", "H", "H", "O", "H", "H", "O", "H", "H", "O", "H", "H", "O", "H", "H", "O", "H", "H", "O", "H", "H", "O", "H", "H", "O", "H", "H", "O", "H", "H", "O", "H", "H", "O", "H", "H", "O", "H", "H"], "xyz": [[-0.553, -1.737, 0.440], [-0.303, -0.277, 0.240], [-0.378, 0.434, 1.518], [0.870, 0.093, -0.485], [-0.489, -2.265, -0.510], [-1.548, -1.837, 0.899], [0.161, -2.281, 1.011], [-1.214, 0.114, -0.271], [-0.365, 1.548, 1.319], [0.574, 0.183, 2.074], [-1.235, 0.088, 2.074], [0.354, -3.241, -3.452], [0.169, -3.843, -2.728], [0.069, -2.382, -3.092], [-2.160, 3.300, 2.687], [-2.521, 2.515, 2.258], [-1.669, 3.622, 1.906], [2.510, -1.676, 0.705], [1.842, -1.039, 0.553], [2.921, -1.397, 1.523], [2.495, 1.972, 0.703], [1.941, 1.244, 0.475], [3.043, 2.200, -0.091], [0.432, 3.140, 3.835], [0.789, 3.644, 3.092], [-0.542, 3.048, 3.774], [2.043, -4.380, -0.267], [3.001, -4.318, -0.133], [1.739, -3.614, 0.225], [-3.209, 1.544, 0.965], [-3.967, 1.070, 1.294], [-2.456, 0.929, 1.097], [2.341, 1.258, 3.575], [2.365, 1.443, 2.649], [1.564, 1.800, 3.828], [-2.200, 1.348, -2.509], [-1.828, 0.555, -2.827], [-3.021, 1.068, -2.128], [3.016, 0.183, -2.108], [2.434, 0.258, -1.358], [2.926, -0.757, -2.356], [-0.007, 2.570, -1.202], [0.330, 1.773, -0.808], [-0.755, 2.170, -1.645], [-2.603, -2.108, -1.888], [-2.292, -2.403, -1.046], [-1.974, -1.441, -2.096], [-0.334, -5.027, -1.690], [-0.962, -5.661, -1.427], [0.416, -4.815, -1.137], [-0.244, -0.682, -2.826], [0.194, -0.278, -3.563], [0.223, -0.404, -1.963], [-0.981, 4.316, 0.498], [-0.155, 4.773, 0.556], [-0.819, 3.640, -0.186]], "forces_ev_per_angstrom": [[-0.49, -0.77, -0.83], [-0.17, 0.96, -1.56], [2.29, 1.46, 1.21], [-1.59, -0.85, 0.71], [-0.35, -0.02, -0.25], [0.21, -0.32, -0.18], [0.65, 0.02, 1.10], [0.27, -0.37, -0.66], [-0.20, -1.13, 0.59], [-1.15, 0.38, 0.02], [-0.24, 0.14, 0.67], [0.32, 0.64, -0.18], [-0.28, -0.37, -0.38], [0.14, -0.15, -0.43], [0.33, -0.18, 0.28], [-0.56, -0.06, 0.35], [0.14, 0.77, 0.10], [1.58, -1.85, 0.70], [-1.33, 1.63, -1.04], [0.24, 0.04, 0.28], [1.88, 1.92, -0.10], [-0.99, -1.27, -1.02], [-0.91, -0.56, 1.08], [0.01, 0.00, 0.60], [-0.62, -0.16, 0.06], [0.35, 0.42, -0.74], [0.29, -0.33, 0.20], [-0.36, -0.10, -0.31], [0.04, 0.60, 0.15], [0.72, -0.59, -0.28], [-0.51, -0.26, 0.14], [-0.60, 0.43, -0.32], [-0.40, -0.21, 1.05], [0.56, 0.21, -1.26], [0.30, -0.21, 0.24], [-0.50, 1.73, 0.24], [1.23, -1.68, -0.75], [-0.78, 0.01, 0.51], [0.74, -0.64, -1.08], [-0.68, -0.10, 0.56], [0.11, 0.64, 0.22], [-0.45, 1.00, -0.39], [1.30, -1.15, 0.71], [-0.88, 0.14, -0.81], [-1.45, -0.45, -0.24], [0.09, -0.53, 0.76], [1.04, 0.87, -0.74], [0.31, 1.19, -1.30], [-0.52, -1.02, 1.08], [0.34, -0.83, 0.95], [-0.60, 0.09, 1.31], [0.62, 0.39, -0.39], [0.26, 0.19, -0.62], [-0.89, 0.18, 0.25], [0.75, 0.41, 0.04], [0.41, -0.32, -0.26]], "lowdin_charge": [-0.055, -0.587, -0.075, -0.341, 0.068, 0.100, 0.063, 0.114, 0.102, 0.105, 0.083, -0.094, -0.054, -0.030, -0.101, -0.023, -0.017, -0.028, -0.041, 0.057, -0.055, -0.043, 0.082, -0.070, 0.054, 0.033, -0.054, 0.060, 0.001, -0.033, 0.059, 0.015, -0.093, -0.048, -0.013, -0.016, -0.018, 0.045, -0.070, -0.043, 0.048, -0.039, -0.018, 0.006, -0.028, -0.013, -0.037, -0.026, 0.037, 0.003, -0.083, 0.072, 0.052, -0.053, 0.042, 0.002]}

***

# 2
{"formula": "Cl5NaO20", "method": "wB97M-V/def2-TZVPD", "fmax_ha_per_bohr": 0.012, "homo_lumo_gap_ha": 0.266, "total_charge": -4, "de_lowest_kcal_mol": 3.4, "symbols": ["Na", "Cl", "O", "O", "O", "O", "Cl", "O", "O", "O", "O", "Cl", "O", "O", "O", "O", "Cl", "O", "O", "O", "O", "Cl", "O", "O", "O", "O"], "xyz": [[0.280, -0.550, 0.234], [2.364, 0.700, 2.785], [1.634, 1.298, 1.689], [1.931, -0.675, 2.947], [3.793, 0.717, 2.531], [2.111, 1.440, 4.007], [-0.555, 2.792, -1.877], [-1.856, 2.798, -2.519], [-0.545, 3.746, -0.788], [-0.268, 1.465, -1.382], [0.444, 3.183, -2.850], [-2.627, 0.284, 3.006], [-1.829, 0.015, 1.830], [-4.024, 0.372, 2.636], [-2.465, -0.799, 3.957], [-2.220, 1.524, 3.625], [-2.657, -2.398, -2.105], [-1.377, -1.893, -1.671], [-2.874, -3.727, -1.541], [-3.719, -1.529, -1.689], [-2.663, -2.520, -3.556], [3.414, -1.236, -1.855], [4.564, -2.104, -2.092], [3.032, -1.365, -0.459], [3.789, 0.120, -2.158], [2.325, -1.658, -2.704]], "forces_ev_per_angstrom": [[-0.08, 0.60, -0.08], [0.16, -0.11, 0.14], [0.22, -0.21, 0.09], [-0.05, 0.03, -0.03], [-0.18, 0.12, -0.07], [-0.02, -0.02, -0.03], [-0.05, -0.04, 0.11], [0.03, 0.06, 0.06], [-0.08, -0.09, -0.12], [0.00, 0.24, -0.04], [0.10, -0.01, -0.09], [0.15, -0.10, -0.10], [-0.09, 0.07, 0.25], [-0.10, 0.03, -0.02], [-0.01, -0.11, 0.11], [-0.02, -0.03, -0.06], [0.11, -0.56, -0.24], [-0.12, -0.05, 0.10], [0.07, 0.13, -0.01], [-0.15, 0.14, 0.02], [0.01, 0.07, 0.14], [0.14, -0.34, -0.01], [0.10, -0.08, -0.05], [-0.24, 0.16, -0.26], [-0.01, 0.01, 0.05], [0.12, 0.07, 0.13]], "lowdin_charge": [0.534, 0.639, -0.347, -0.383, -0.395, -0.397, 0.638, -0.398, -0.387, -0.353, -0.403, 0.634, -0.352, -0.401, -0.407, -0.381, 0.631, -0.354, -0.422, -0.366, -0.412, 0.629, -0.432, -0.373, -0.370, -0.372]}

***

# 3
{"formula": "C4H4ClNS", "method": "wB97M-V/def2-TZVPD", "smiles": "Sc1c[nH]cc1Cl", "fmax_ha_per_bohr": 0.023, "homo_lumo_gap_ha": 0.329, "de_lowest_kcal_mol": 0.2, "symbols": ["S", "C", "C", "N", "C", "C", "Cl", "H", "H", "H", "H"], "xyz": [[-2.425, 0.920, -0.005], [-0.784, 0.286, 0.009], [-0.337, -1.016, 0.001], [1.030, -0.993, -0.005], [1.487, 0.294, -0.005], [0.378, 1.107, -0.004], [0.401, 2.834, 0.000], [-3.042, -0.271, -0.009], [-0.894, -1.916, 0.030], [1.619, -1.786, -0.012], [2.569, 0.542, 0.000]], "forces_ev_per_angstrom": [[0.01, -0.05, 0.03], [0.22, -0.08, -0.11], [0.09, 0.87, 0.07], [-0.20, 0.71, 0.03], [0.64, 0.26, -0.02], [0.22, -0.04, 0.07], [-0.06, -0.23, -0.01], [0.09, 0.05, 0.00], [-0.25, -0.59, -0.04], [0.38, -0.66, 0.01], [-1.13, -0.23, -0.03]], "lowdin_charge": [0.770, -0.661, -0.135, 0.007, -0.135, -0.728, 0.644, -0.136, 0.106, 0.137, 0.132]}

***

# 4
{"formula": "C3H5N3O", "method": "wB97M-V/def2-TZVPD", "smiles": "N#CC(=O)NCN", "fmax_ha_per_bohr": 0.065, "homo_lumo_gap_ha": 0.402, "de_lowest_kcal_mol": 47.9, "symbols": ["N", "C", "C", "O", "N", "C", "N", "H", "H", "H", "H", "H"], "xyz": [[1.728, 3.385, -0.772], [1.272, 2.339, -0.608], [0.639, 0.681, -0.874], [0.910, 0.068, -1.843], [-0.091, 0.541, 0.213], [-0.928, -0.641, 0.476], [-0.112, -1.821, 0.557], [0.103, 1.356, 0.834], [-1.437, -0.462, 1.425], [-1.652, -0.666, -0.350], [-0.401, -2.477, 1.269], [-0.031, -2.303, -0.327]], "forces_ev_per_angstrom": [[-0.14, -0.04, 0.37], [-0.16, -2.16, -1.59], [1.39, 3.01, 0.27], [-0.29, -0.12, 0.15], [-0.11, 0.88, 1.03], [0.31, 0.19, -0.19], [-0.03, -0.30, 0.08], [-0.91, -1.53, -0.19], [-0.01, 0.00, -0.22], [-0.03, -0.09, 0.31], [-0.06, 0.12, -0.03], [0.03, 0.04, 0.01]], "lowdin_charge": [0.076, -0.123, -0.458, 0.139, 0.039, -0.239, 0.027, 0.141, 0.126, 0.126, 0.072, 0.075]}

***

# 5
{"formula": "C6H9NO3", "method": "wB97M-V/def2-TZVPD", "fmax_ha_per_bohr": 0.161, "homo_lumo_gap_ha": [0.230, 0.268], "multiplicity": 3, "de_lowest_kcal_mol": 19.7, "symbols": ["C", "C", "C", "C", "C", "C", "N", "O", "O", "O", "H", "H", "H", "H", "H", "H", "H", "H", "H"], "xyz": [[-0.622, -1.190, -0.585], [0.791, -0.497, 0.957], [-0.704, 0.329, -0.528], [0.201, 0.966, -1.609], [-2.166, 0.704, -0.723], [2.830, -1.191, 1.828], [0.439, -1.588, 0.423], [-1.202, -2.020, -1.215], [-0.111, 0.695, 0.691], [1.761, -0.259, 1.765], [0.365, 1.900, -1.259], [-0.168, 1.061, -2.608], [1.139, 0.459, -1.733], [-2.835, 0.121, -0.009], [-2.502, 0.263, -1.621], [-2.275, 1.824, -0.717], [2.935, -1.564, 2.849], [3.666, -0.556, 1.504], [2.634, -1.929, 1.037]], "forces_ev_per_angstrom": [[5.35, 2.46, 5.80], [-2.76, 2.46, -0.54], [-0.39, -0.04, -1.74], [-0.59, -2.24, -0.72], [-0.42, 0.43, 2.02], [0.47, 0.38, -1.22], [-1.54, 0.30, -2.40], [-3.41, -4.00, -3.63], [1.96, -2.72, 1.08], [-0.34, 1.23, 1.24], [0.77, 3.17, 0.99], [-0.88, -0.23, -0.52], [0.56, -0.39, 0.41], [0.93, 1.35, -0.18], [-0.06, 0.03, -1.52], [-0.29, -1.20, 0.11], [-0.04, -0.11, -0.37], [0.31, -0.64, 0.47], [0.35, -0.25, 0.73]], "lowdin_charge": [-0.398, -0.410, -0.510, 0.014, -0.003, -0.021, 0.234, 0.226, 0.045, -0.001, 0.052, 0.087, 0.092, 0.120, 0.066, 0.113, 0.101, 0.101, 0.092]}

***

# 6
{"formula": "C19H30BIN6Ru", "method": "wB97M-V/def2-TZVPD", "fmax_ha_per_bohr": 0.015, "homo_lumo_gap_ha": [0.299, 0.182], "multiplicity": 5, "total_charge": 2, "symbols": ["Ru", "C", "C", "C", "C", "C", "C", "N", "N", "B", "N", "C", "C", "C", "N", "C", "C", "C", "N", "C", "C", "C", "N", "C", "C", "C", "H", "H", "H", "H", "H", "H", "H", "H", "H", "H", "H", "H", "H", "H", "H", "H", "H", "H", "H", "H", "H", "H", "H", "H", "H", "H", "H", "H", "I", "C", "H", "H"], "xyz": [[-0.307, 0.101, -0.012], [2.837, -1.074, -3.109], [2.196, -1.473, -1.776], [0.669, -1.483, -1.898], [2.651, -0.568, -0.673], [3.925, -0.220, -0.221], [3.715, 0.684, 0.801], [2.394, 0.875, 0.952], [1.743, 0.099, 0.046], [1.579, 1.836, 1.822], [0.676, 0.906, 2.785], [0.572, 0.961, 4.084], [-0.224, -0.124, 4.493], [-0.573, -0.837, 3.231], [-0.054, -0.182, 2.243], [-1.342, -2.100, 3.204], [-1.438, -2.785, 1.837], [-2.721, -1.896, 3.877], [0.656, 2.687, 0.960], [0.539, 4.026, 0.910], [-0.237, 4.367, -0.173], [-0.569, 3.162, -0.795], [-0.046, 2.151, -0.087], [-1.275, 2.946, -2.098], [-2.622, 3.666, -2.145], [-0.358, 3.394, -3.242], [2.531, -1.759, -3.899], [2.540, -0.062, -3.393], [3.924, -1.102, -3.046], [2.520, -2.488, -1.526], [0.287, -0.480, -2.167], [0.342, -2.127, -2.713], [0.180, -1.911, -0.996], [4.874, -0.572, -0.588], [4.422, 1.212, 1.422], [2.271, 2.511, 2.522], [1.077, 1.722, 4.659], [-0.490, -0.412, 5.499], [-0.777, -2.749, 3.888], [-2.476, -2.987, 1.578], [-1.008, -2.192, 1.028], [-0.903, -3.733, 1.836], [-3.379, -1.327, 3.222], [-3.163, -2.872, 4.064], [-2.655, -1.375, 4.834], [1.049, 4.648, 1.628], [-0.494, 5.360, -0.501], [-1.439, 1.871, -2.204], [-2.476, 4.748, -2.130], [-3.146, 3.420, -3.068], [-3.264, 3.400, -1.304], [-0.125, 4.456, -3.155], [0.584, 2.842, -3.246], [-0.853, 3.237, -4.200], [-3.095, 1.193, 1.108], [-2.318, 0.024, -0.482], [-2.630, 0.478, -1.416], [-2.719, -0.984, -0.390]], "forces_ev_per_angstrom": [[-0.64, 0.22, -0.22], [0.00, 0.01, -0.02], [0.00, -0.06, -0.03], [0.14, 0.01, 0.02], [-0.13, 0.04, -0.02], [0.07, -0.05, 0.01], [0.04, 0.09, 0.04], [-0.16, -0.04, -0.09], [0.56, 0.02, 0.08], [0.12, 0.01, 0.07], [0.04, 0.11, -0.34], [-0.01, -0.10, -0.12], [-0.13, -0.43, -0.28], [0.20, 0.37, 0.67], [0.17, 0.17, 0.20], [-0.19, -0.05, 0.16], [-0.03, -0.08, 0.03], [0.09, -0.03, -0.09], [-0.13, 0.02, -0.06], [0.13, -0.12, 0.07], [-0.01, 0.08, -0.12], [-0.07, -0.03, -0.13], [0.04, -0.18, 0.20], [0.00, -0.02, 0.07], [0.02, 0.06, -0.02], [-0.01, 0.05, -0.04], [0.00, 0.00, 0.01], [0.00, -0.01, 0.01], [-0.01, 0.00, 0.01], [0.01, -0.02, -0.02], [0.00, 0.01, -0.05], [-0.07, -0.03, 0.04], [0.01, 0.03, 0.05], [-0.02, 0.00, 0.01], [-0.01, -0.01, -0.01], [-0.08, -0.07, 0.00], [-0.03, -0.01, 0.03], [0.00, 0.02, -0.04], [0.03, 0.00, -0.03], [0.01, 0.01, -0.01], [0.02, 0.07, -0.02], [-0.03, -0.01, -0.01], [-0.04, 0.02, -0.02], [-0.03, 0.02, -0.02], [0.03, -0.03, -0.02], [-0.03, -0.02, 0.01], [0.00, -0.02, 0.01], [0.02, 0.00, -0.02], [-0.02, -0.01, 0.01], [0.01, 0.01, 0.00], [0.01, -0.01, 0.00], [-0.01, -0.01, -0.01], [-0.01, 0.00, 0.02], [0.00, -0.01, 0.01], [-0.05, -0.04, 0.07], [0.22, 0.08, -0.01], [-0.07, -0.03, -0.01], [0.00, -0.03, -0.02]], "lowdin_charge": [1.233, -0.033, -0.336, -0.084, -0.228, 0.041, -0.002, -0.008, -0.072, -0.464, 0.072, 0.024, 0.191, -0.216, 0.048, -0.330, -0.029, -0.031, -0.014, -0.005, 0.040, -0.267, -0.059, -0.383, -0.045, -0.037, 0.094, 0.093, 0.090, 0.157, 0.074, 0.114, 0.065, 0.128, 0.145, 0.134, 0.159, 0.145, 0.164, 0.097, 0.016, 0.099, 0.054, 0.103, 0.084, 0.143, 0.131, 0.090, 0.092, 0.094, 0.053, 0.093, 0.081, 0.093, 0.918, -0.754, -0.028, -0.021]}